Formula: C2H9N2O
Source: the OMol25 dataset
Level of theory: ωB97M-V/def2-TZVPD

Each line ends with the Löwdin charge.
Cartesian coordinates (Å):
C -1.40258 0.89760 1.46348  -0.1357
N -1.42474 1.29832 0.05407  -0.1106
C -0.11717 1.06542 -0.57916  -0.3570
O 0.34069 -0.20389 -0.53279  0.0375
H -0.99619 -0.10929 1.60720  0.0737
H -2.40989 0.95633 1.86920  0.0756
H -0.77139 1.59839 2.01307  0.0771
H -2.06169 0.69045 -0.45776  0.0972
H 0.59631 1.73396 -0.06591  0.1440
H -0.20730 1.42382 -1.61607  0.1370
N 2.18181 -2.59626 -0.38372  0.0146
H 2.13432 -3.18813 -1.19643  -0.0032
H 3.11685 -2.21786 -0.30537  0.0008
H 1.54271 -1.82144 -0.49442  -0.0510

As for the expectation value of S²: 0.754. For the electronic energy, the calculation gives -7245.247 eV. The multiplicity is 2. The value obtained for the LUMO energy (alpha / beta) is 0.98 / -2.01 eV. Its highest occupied orbital energy (alpha / beta) is -9.526 / -9.491 eV. Its maximum force is 1.597 eV Å⁻¹. The charge is 0. The calculation puts the HOMO-LUMO gap (alpha / beta) at 10.5072 / 7.4790 eV. The value obtained for the energy above the lowest of the compared OMol25 structures with the same formula, charge and spin is 10.4 kcal/mol.

***

Formula: C2H9N2O
Source: the OMol25 dataset
Level of theory: ωB97M-V/def2-TZVPD

Each line ends with the Löwdin charge.
Cartesian coordinates (Å):
C 0.05260 0.46581 1.11296  -0.1910
C 0.49101 0.93910 -0.05818  -0.1104
N -0.23464 0.64323 -1.30876  0.1733
N 0.54646 0.73695 2.33770  0.1020
H -0.84514 -0.13894 1.15815  0.1332
H 1.36193 1.57004 -0.15036  0.1184
H 0.11277 1.29585 -2.01599  0.1729
H -0.02059 -0.30467 -1.65906  0.1194
H -1.24025 0.71892 -1.18398  0.1665
H 1.47049 1.12645 2.44590  0.1166
H 0.18241 0.29089 3.15826  0.1097
H -1.24219 -2.81197 -0.87669  0.0748
H 0.10747 -2.41915 -1.64133  0.0595
O -0.74233 -2.11249 -1.31862  -0.0449

For the electronic energy, the calculation gives -7240.774 eV. The multiplicity is 1. The value obtained for the LUMO energy is -3.26 eV. Its highest occupied orbital energy is -12.900 eV. Its maximum force is 1.162 eV Å⁻¹. The charge is +1. The calculation puts the HOMO-LUMO gap at 9.6412 eV. The value obtained for the energy above the lowest of the compared OMol25 structures with the same formula, charge and spin is 36.5 kcal/mol.